(1)
89
Properties=species:S:1:pos:R:3 method="wB97M-V/def2-TZVPD" e_tot_ev=-802921.5472 mol_weight_g_mol=2514.448 e_lumo_ev=-1.52 largest_force_ha_per_bohr=0.0942 homo_energy_ev=-8.768 gap_ev=7.2
O -4.95 1.75 3.95
N -5.19 1.35 2.90
O -6.62 1.19 2.69
C -7.02 -0.10 2.85
C -6.40 -1.26 2.56
P -4.72 -1.49 1.84
S -4.74 -0.35 0.23
C -7.35 -2.42 2.90
O -7.15 -3.54 2.77
O -8.54 -1.89 3.41
C -8.40 -0.52 3.45
O -9.21 0.17 3.90
H -3.75 -1.11 2.80
H -4.52 -2.87 1.51
C -0.48 -1.04 0.99
Cl 0.40 -2.09 2.12
Cl -2.23 -1.24 1.21
Cl -0.08 0.66 1.32
Cl -0.04 -1.46 -0.67
C 1.59 1.52 -2.96
Cl 0.03 1.50 -3.81
Cl 2.50 2.96 -3.43
Cl 1.30 1.54 -1.21
Cl 2.52 0.08 -3.39
C 6.51 3.58 -4.90
Cl 5.57 2.16 -4.44
Cl 6.72 4.63 -3.49
Cl 8.10 3.07 -5.49
Cl 5.67 4.47 -6.18
C 4.94 -3.23 -2.08
Cl 5.97 -2.05 -1.26
Cl 5.27 -4.85 -1.43
Cl 3.24 -2.82 -1.82
Cl 5.30 -3.21 -3.81
C 11.89 1.91 -3.94
Cl 11.82 3.68 -4.00
Cl 12.32 1.28 -5.54
Cl 13.11 1.41 -2.76
Cl 10.31 1.27 -3.47
C -7.26 -5.89 5.75
Cl -5.73 -5.08 5.35
Cl -7.59 -5.68 7.47
Cl -8.57 -5.19 4.80
Cl -7.12 -7.62 5.38
C -2.34 0.66 -6.84
Cl -1.70 2.07 -7.69
Cl -1.08 -0.58 -6.71
Cl -2.88 1.13 -5.22
Cl -3.72 0.00 -7.75
C 9.09 -4.09 -5.99
Cl 7.54 -4.13 -6.84
Cl 9.98 -2.63 -6.43
Cl 8.80 -4.10 -4.24
Cl 10.04 -5.52 -6.43
C -1.88 3.88 4.26
Cl -2.82 5.13 3.43
Cl -0.58 4.64 5.20
Cl -2.95 2.98 5.36
Cl -1.19 2.77 3.07
C 1.64 8.42 5.84
Cl 1.93 6.82 6.54
Cl 1.05 9.51 7.10
Cl 3.14 9.05 5.16
Cl 0.42 8.28 4.56
C -10.39 -2.61 0.04
Cl -10.46 -0.84 -0.02
Cl -9.98 -3.24 -1.56
Cl -9.16 -3.10 1.21
Cl -11.97 -3.25 0.54
C 6.23 -6.99 1.69
Cl 7.13 -8.03 2.80
Cl 4.50 -7.28 1.88
Cl 6.58 -5.29 2.06
Cl 6.72 -7.34 0.03
C -1.51 11.47 3.03
Cl -3.25 11.64 3.36
Cl -1.24 10.05 2.00
Cl -0.92 12.92 2.21
Cl -0.64 11.27 4.56
C 7.33 -7.84 -8.88
Cl 7.95 -6.40 -9.71
Cl 8.61 -9.05 -8.75
Cl 6.77 -7.38 -7.26
Cl 5.97 -8.51 -9.80
C -7.62 2.53 6.47
Cl -9.17 2.56 5.65
Cl -6.66 3.93 5.97
Cl -7.85 2.58 8.23
Cl -6.77 1.04 6.04

---

(2)
16
Properties=species:S:1:pos:R:3 method="wB97M-V/def2-TZVPD" e_tot_ev=-17651.1909 mol_weight_g_mol=115.201 e_lumo_ev=0.39 e_above_lowest_ev=5.003 largest_force_ha_per_bohr=0.1337 homo_energy_ev=-8.224 gap_ev=8.6
C 2.10 -0.94 0.23
C 0.96 0.00 0.12
C -0.36 0.09 0.11
C -1.07 -1.22 0.46
N -1.28 1.02 -0.27
C -1.00 2.29 -0.78
S 0.37 2.99 -0.38
H 3.03 -0.65 -0.54
H 1.90 -2.12 0.22
H 2.33 -0.54 1.27
H 1.40 0.94 -0.08
H -1.73 -1.02 1.49
H -1.87 -1.93 -0.16
H -0.42 -2.20 0.66
H -2.33 0.71 -0.89
H -2.03 2.58 -1.45

---

(3)
19
Properties=species:S:1:pos:R:3 method="wB97M-V/def2-TZVPD" e_tot_ev=-10482.3422 mol_weight_g_mol=108.137 e_lumo_ev=0.74 e_above_lowest_ev=2.797 largest_force_ha_per_bohr=0.0933 homo_energy_ev=-10.000 gap_ev=10.7 smiles=OCCCCO.O
O -0.26 -2.44 -1.12
C -0.14 -1.10 -0.59
C -1.56 -0.74 0.04
C -1.66 0.37 1.03
C -0.37 1.36 1.03
O 0.65 0.73 1.72
H -0.53 -3.24 -0.48
H 0.78 -1.15 0.01
H -0.01 -0.61 -1.59
H -1.81 -1.53 0.70
H -2.46 -0.58 -0.69
H -1.81 0.02 2.08
H -2.44 1.08 1.03
H -0.43 2.35 1.65
H -0.15 1.47 0.01
H 0.33 -0.05 2.03
O 2.67 1.71 -1.84
H 3.60 2.07 -1.79
H 2.89 0.80 -2.16

---

(4)
14
Properties=species:S:1:pos:R:3 method="wB97M-V/def2-TZVPD" e_tot_ev=-9278.1368 mol_weight_g_mol=99.113 e_lumo_ev="-4.79 / -4.79" e_above_lowest_ev=4.653 largest_force_ha_per_bohr=0.1429 charge=+1 homo_energy_ev="-14.464 / -14.466" gap_ev="9.7 / 9.7" smiles=Cc1noc[n+]1C
C -0.61 -1.84 0.00
C 0.33 -0.75 -0.01
N 2.10 -0.93 0.00
O 2.42 0.31 0.00
C 1.46 1.16 0.00
N 0.24 0.55 -0.01
C -1.01 1.28 0.00
H -1.45 -1.61 0.65
H -0.99 -2.01 -1.01
H -0.12 -2.76 0.33
H 1.64 2.22 0.02
H -1.43 1.29 1.01
H -0.86 2.30 -0.33
H -1.73 0.80 -0.67